1.
Molecular formula: C17H20N2O4S2
Method: DFT, the ωB97M-V functional and the def2-TZVPD basis

Positions of all 45 atoms, in Å:
C  -4.41251  0.99527  -1.46864
H  -4.44379  1.25471  -0.40070
H  -4.35191  0.06755  -1.83687
H  -5.22892  1.53438  -1.87851
O  -3.15161  1.88108  -1.82758
C  -1.99856  1.10005  -1.65844
C  -1.17051  1.67996  -0.79677
C  0.29526  1.43497  -0.73262
C  0.70930  0.19805  -1.31634
C  -0.32316  -0.48190  -2.08632
C  -1.50144  -0.12812  -2.51858
H  -2.08180  -0.59961  -3.04734
H  0.04584  -1.32278  -2.40085
N  1.86610  -0.30721  -1.12384
C  2.54934  -1.40242  -1.31068
O  1.88031  -2.46723  -1.96354
C  3.71899  -1.64695  -0.52986
C  3.61588  -1.84255  0.90822
C  2.82455  -2.89079  1.10674
H  3.37989  -3.99871  1.26616
H  2.11363  -3.12467  0.54706
S  2.06662  -2.97256  2.83076
C  0.78402  -1.66009  2.35650
C  -0.27935  -2.12084  1.54339
C  -0.99972  -0.90439  1.12200
C  -1.26067  0.27323  1.83198
C  -0.25242  0.60460  2.93662
C  0.82908  -0.32530  2.89461
H  1.54740  -0.21312  3.81417
H  -0.29241  1.52052  3.24330
H  -1.94964  0.94198  1.54809
H  -1.88685  -1.24555  0.62805
H  -0.24154  -2.92932  1.07916
H  4.64905  -1.80845  1.44297
H  3.17783  -0.88290  1.30404
H  4.24694  -2.61699  -1.27394
H  4.56505  -0.68556  -0.93921
H  2.24087  0.15525  -0.46975
H  0.84131  1.90720  -0.10592
S  -1.63815  3.09452  -0.15685
O  -3.05197  2.86025  0.69930
O  -0.66406  3.56341  0.65574
N  -1.98295  4.23484  -1.24980
H  -2.03423  5.25107  -0.86789
H  -2.74908  4.02511  -1.79803

Computed properties:
HOMO level ... -8.663 eV
Relative energy (zero: lowest compared OMol25 entry of this formula, charge and spin) ... 15.596 eV
Charge ... 0

Here are the Löwdin charges for atoms 1 to 2, given in e: C 0.082; H 0.090



2.
Molecular formula: C17H20N4O2
Method: DFT, the ωB97M-V functional and the def2-TZVPD basis

Positions of all 43 atoms, in Å:
O  -1.42616  -1.79724  -0.40521
C  -0.79882  -0.82802  -0.82726
C  -0.96368  -0.44790  -2.24378
C  -1.64889  -1.35213  -3.07774
C  -2.00531  -1.07146  -4.41241
O  -2.81258  -1.91677  -5.11224
C  -1.55872  0.10867  -4.99815
C  -0.88612  1.03335  -4.17096
C  -0.32651  2.35604  -4.41356
N  0.13154  2.90556  -3.32027
N  -0.03348  1.95469  -2.34239
C  -0.62104  0.79545  -2.82947
C  0.42278  2.14491  -0.97031
C  1.05097  0.85629  -0.40266
N  0.01681  -0.11960  0.08607
C  -0.19718  -0.26642  1.54883
C  -0.02659  0.97558  2.48099
N  0.76522  0.57607  3.71282
C  0.15262  -0.53297  4.45068
C  0.03660  -1.76325  3.49119
C  0.65653  -1.40710  2.14325
C  2.10029  -0.94343  2.41884
C  2.13952  0.28058  3.35342
H  -2.03565  -2.26994  -2.67896
H  -3.00729  -2.67538  -4.54050
H  -1.73720  0.32821  -6.03969
H  -0.41174  2.83719  -5.38910
H  1.17164  2.94193  -0.99755
H  -0.39149  2.53635  -0.35015
H  1.60949  0.33823  -1.20627
H  1.76049  1.11870  0.39612
H  -1.27064  -0.51767  1.68296
H  0.44638  1.80212  1.96631
H  -1.03239  1.35162  2.77868
H  -0.83233  -0.24280  4.85804
H  0.81421  -0.83977  5.27154
H  -1.01965  -1.97925  3.25481
H  0.52329  -2.65537  3.89055
H  0.70381  -2.27166  1.49042
H  2.64462  -1.80327  2.87053
H  2.57557  -0.73759  1.45723
H  2.69655  0.06319  4.27190
H  2.62452  1.13423  2.85348

Computed properties:
HOMO level ... -8.206 eV
Relative energy (zero: lowest compared OMol25 entry of this formula, charge and spin) ... 2.754 eV
SMILES ... O=C1c2cc(O)cc3cnn(c23)CCN1[C@@H]1CN2CCC1CC2
Charge ... 0

Here are the Löwdin charges for atoms 1 to 2, given in e: O 0.052; C -0.362



3.
Molecular formula: C17H20N4O2
Method: DFT, the ωB97M-V functional and the def2-TZVPD basis

Positions of all 43 atoms, in Å:
C  4.75284  2.90886  -0.56556
H  4.33688  3.70674  -1.16883
O  3.94686  1.93171  -0.62731
C  4.24152  0.63774  -0.02358
C  5.45151  0.27900  0.42516
C  5.66470  -0.85496  1.21405
C  4.68955  -1.90482  1.34190
C  3.51214  -1.55671  0.47979
C  3.17252  -0.33617  -0.08107
N  2.03551  -0.12053  -0.59631
C  0.82572  -0.65166  -0.66750
O  0.70183  -1.89151  -0.37771
C  -0.23729  -0.29970  -1.50600
C  -1.38703  -0.98436  -1.70296
H  -1.02158  -1.96846  -2.37448
C  -2.23673  -1.55232  -0.36204
N  -2.56008  -0.53680  0.32889
C  -3.91637  -0.03630  0.40248
N  -4.69488  -0.68770  -0.28958
C  -6.08736  -0.37459  -0.01172
C  -6.49743  0.74810  0.40766
C  -5.54125  1.62034  1.17607
N  -4.16088  1.29365  0.99533
H  -5.67954  2.51558  1.69736
H  -7.48600  1.21761  0.32864
H  -6.69426  -1.07242  -0.58923
C  -1.51199  0.30382  0.69722
H  -1.91079  1.46165  1.25813
C  -0.86593  1.00007  -0.41415
H  0.06071  1.64942  -0.13016
H  -1.47503  1.74299  -1.16636
H  -0.86238  -0.11964  1.19118
H  -3.01686  -2.05844  -0.74048
H  -1.52596  -2.25597  0.11204
H  -2.13227  -0.62876  -2.41077
H  0.19080  0.49756  -2.28673
H  1.99203  0.86274  -1.15320
H  2.79178  -2.33921  0.87185
H  4.99041  -2.68434  1.64692
H  6.57594  -0.79119  1.70209
H  6.25440  1.15625  0.73866
H  5.46273  2.71287  -0.97332
H  4.88616  3.19966  0.38300

Computed properties:
HOMO level ... -7.725 eV
Relative energy (zero: lowest compared OMol25 entry of this formula, charge and spin) ... 16.625 eV
Charge ... 0

Here are the Löwdin charges for atoms 1 to 2, given in e: C -0.174; H 0.133



Asked for LUMO level across the records above, the calculation gives -0.34, 0.03, 0.05 eV in order.